# 1
Below is one molecule with the formula C2H3N3O3, with properties calculated with ωB97M-V with the def2-TZVPD basis set.

Values from the calculation:
structure (SMILES)	NC(=O)/N=N\C(=O)O
relative energy (zero: lowest compared OMol25 entry of this formula, charge and spin)	22.9	kcal per mole
LUMO	-0.561	eV

```
11
C2H3N3O3 | the OMol25 dataset | ωB97M-V with the def2-TZVPD basis set
C -0.109 1.177 1.200
C -0.180 -0.955 -0.711
N 0.553 -1.794 -1.430
O -0.927 2.125 0.753
N 0.983 0.980 0.272
N 0.979 0.045 -0.498
O -0.106 0.657 2.276
O -1.279 -0.836 -0.245
H -1.603 2.303 1.426
H 0.138 -2.652 -1.762
H 1.551 -1.050 -1.280
```

# 2
Below is one molecule with the formula C8H14N2S, with properties calculated with ωB97M-V with the def2-TZVPD basis set.

Values from the calculation:
structure (SMILES)	CC(=S)CC[C@H](C)C(N)=C=N
relative energy (zero: lowest compared OMol25 entry of this formula, charge and spin)	93.0	kcal per mole
LUMO	-0.138	eV

```
25
C8H14N2S | the OMol25 dataset | ωB97M-V with the def2-TZVPD basis set
C -0.727 -0.956 -0.924
C -0.294 -1.586 0.128
C -0.132 1.325 -0.690
C 0.441 1.098 0.668
C -1.306 0.355 -1.184
C 1.662 0.296 0.772
C -2.577 0.649 -0.403
C 2.092 -0.047 2.190
N -0.140 -1.309 -2.309
N -0.164 -2.538 0.934
S 2.675 0.097 -0.503
H -0.537 2.323 -0.943
H 0.689 1.133 -1.444
H 0.780 2.063 1.139
H -0.251 0.692 1.433
H -1.468 0.576 -2.256
H -2.440 0.330 0.665
H -3.408 0.027 -0.698
H -2.836 1.684 -0.545
H 1.130 -0.483 2.533
H 2.521 0.803 2.576
H 2.976 -0.734 2.087
H 0.842 -0.887 -2.233
H 0.502 -2.639 1.623
H -0.030 -2.270 -2.618
```

# 3
Below is a 2-piece molecular cluster, C4H4ClIO overall, with properties calculated with ωB97M-V with the def2-TZVPD basis set.

Values from the calculation:
<S²>	2.020
LUMO (spin up / spin down)	0.372 / -1.874	eV
spin multiplicity	3

```
11
C4H4ClIO | the OMol25 dataset | ωB97M-V with the def2-TZVPD basis set
C 1.589 0.419 0.128
C 0.318 0.482 0.164
C -0.639 -1.688 -1.165
C -0.928 0.891 0.633
O -1.830 -1.601 -1.284
Cl 0.525 -2.864 -1.645
I 2.652 1.468 1.687
H 2.132 -0.109 -0.683
H -0.859 1.895 1.092
H -1.637 1.059 -0.125
H -1.324 0.048 1.198
```

# 4
Below is C22H42AlNP3S as an isolated structure, with properties calculated with ωB97M-V with the def2-TZVPD basis set.

Values from the calculation:
total charge	+3
relative energy (zero: lowest compared OMol25 entry of this formula, charge and spin)	44.4	kcal per mole
LUMO	-9.993	eV

```
70
C22H42AlNP3S | the OMol25 dataset | ωB97M-V with the def2-TZVPD basis set
Al 0.285 0.763 -1.250
P -0.856 2.873 -0.468
P 1.361 0.478 0.948
P -3.430 -2.562 2.315
H -0.800 -0.940 -3.593
C -1.358 -0.603 -2.708
C -1.309 0.772 -2.349
H -1.373 1.488 -3.179
C -0.572 4.321 -1.548
C -0.430 3.533 1.160
C -2.699 2.919 -0.375
C 2.293 -1.081 1.181
C 2.700 1.623 1.482
C 0.399 0.398 2.504
C -4.774 -3.755 2.305
C -4.000 -0.995 3.041
C -2.001 -3.191 3.227
H -2.228 -1.228 -2.482
H -2.049 0.995 -1.578
H -0.620 4.035 -2.605
H 0.417 4.747 -1.347
H -1.336 5.086 -1.351
H 0.621 3.367 1.396
H -1.044 3.067 1.935
H -0.620 4.611 1.167
H -3.152 2.672 -1.342
H -3.018 3.930 -0.082
H -3.049 2.195 0.375
H 2.627 -1.093 2.227
H 3.171 -1.123 0.531
H 1.661 -1.953 0.990
H 3.085 1.234 2.437
H 2.334 2.643 1.637
H 3.514 1.628 0.745
H 1.108 0.119 3.298
H -0.371 -0.379 2.414
H -0.058 1.368 2.736
H -5.203 -3.882 3.310
H -4.398 -4.712 1.918
H -5.554 -3.384 1.627
H -4.641 -1.189 3.921
H -4.573 -0.446 2.276
H -3.137 -0.374 3.333
H -2.319 -3.951 3.957
H -1.480 -2.369 3.741
H -1.309 -3.647 2.505
C -0.050 -2.187 -0.873
C 0.048 -3.551 -0.498
C 1.117 -4.329 -0.947
C 2.059 -3.814 -1.840
C 1.962 -2.489 -2.235
C 0.915 -1.683 -1.782
S -1.258 -1.324 0.014
H -2.980 -2.315 0.970
H -0.734 -3.978 0.131
H 1.216 -5.359 -0.627
H 2.860 -4.411 -2.282
H 2.705 -2.046 -2.896
H 0.796 -0.721 -2.334
C 4.677 2.234 -2.591
C 3.567 3.083 -2.614
C 2.308 2.571 -2.356
N 2.111 1.272 -1.993
C 3.217 0.484 -1.866
C 4.484 0.915 -2.190
H 5.665 2.582 -2.842
H 3.697 4.145 -2.805
H 1.422 3.212 -2.413
H 3.078 -0.513 -1.455
H 5.304 0.214 -2.058
```